Molecular formula: C60H165N15O15
Method: DFT, ωB97M-V/def2-TZVPD

The geometry in ORCA input format:
```
! RIJCOSX wB97M-V def2-TZVPD def2/J DEFGRID3
* xyz 0 1
C 1.707 5.235 4.571
C 1.707 3.923 3.786
C 2.980 3.727 2.898
O 2.739 2.722 1.906
C 3.730 2.622 0.898
N 1.605 2.903 4.815
H 1.865 6.157 4.013
H 2.563 5.187 5.244
H 0.837 5.489 5.176
H 0.840 3.832 3.132
H 3.834 3.567 3.557
H 3.114 4.695 2.416
H 3.731 3.403 0.138
H 3.648 1.624 0.468
H 4.738 2.582 1.312
H 1.362 2.061 4.314
H 0.817 3.053 5.429
C -3.696 2.235 6.572
C -3.435 3.758 6.257
C -4.226 4.189 5.003
O -3.937 3.504 3.754
C -2.665 3.442 3.218
N -3.775 4.443 7.527
H -3.144 1.588 5.890
H -4.755 1.982 6.622
H -3.252 2.035 7.547
H -2.367 3.907 6.096
H -4.009 5.253 4.910
H -5.287 4.116 5.240
H -2.746 2.683 2.440
H -1.946 3.095 3.960
H -2.338 4.393 2.797
H -3.470 5.399 7.411
H -3.135 4.111 8.234
C 0.737 9.489 -0.743
C 1.405 8.819 0.480
C 1.316 7.246 0.558
O -0.047 6.871 0.256
C -0.186 5.428 0.228
N 2.775 9.306 0.567
H -0.319 9.230 -0.826
H 1.277 9.166 -1.633
H 0.872 10.568 -0.812
H 0.919 9.237 1.361
H 1.654 6.832 1.508
H 1.848 6.866 -0.314
H 0.379 5.057 -0.628
H -1.256 5.233 0.158
H 0.179 4.909 1.115
H 2.682 10.070 1.221
H 3.112 9.773 -0.262
C 7.037 0.579 0.296
C 7.949 0.722 -0.941
C 7.669 2.047 -1.699
O 6.326 2.214 -2.048
C 6.011 1.494 -3.257
N 9.336 0.742 -0.451
H 5.986 0.590 0.008
H 7.191 1.423 0.968
H 7.236 -0.379 0.776
H 7.872 -0.164 -1.571
H 8.360 2.160 -2.535
H 7.999 2.761 -0.943
H 4.927 1.602 -3.302
H 6.196 0.422 -3.198
H 6.458 1.827 -4.194
H 9.561 1.639 -0.045
H 9.975 0.774 -1.232
C -1.097 -2.505 -0.119
C -1.072 -1.293 0.760
C -1.325 0.051 -0.014
O -0.201 0.581 -0.762
C 0.851 1.104 -0.027
N -2.139 -1.524 1.777
H -0.331 -2.485 -0.895
H -2.042 -2.667 -0.637
H -0.821 -3.417 0.410
H -0.054 -1.271 1.150
H -1.807 0.801 0.613
H -2.130 -0.169 -0.715
H 0.477 1.732 0.782
H 1.441 1.783 -0.642
H 1.483 0.299 0.347
H -3.100 -1.468 1.474
H -1.946 -2.491 1.997
C -4.127 -4.520 0.947
C -3.671 -5.639 1.908
C -3.083 -4.888 3.129
O -1.902 -4.132 2.864
C -0.722 -4.916 2.598
N -4.813 -6.418 2.269
H -4.994 -3.989 1.339
H -4.555 -4.864 0.005
H -3.325 -3.837 0.667
H -2.978 -6.331 1.430
H -2.860 -5.711 3.809
H -3.801 -4.237 3.627
H -0.871 -5.603 1.764
H -0.460 -5.579 3.423
H 0.065 -4.177 2.445
H -5.357 -6.722 1.474
H -5.401 -5.676 2.622
C 3.920 -1.635 -3.878
C 2.495 -1.783 -3.424
C 1.836 -0.493 -2.863
O 1.613 0.377 -3.965
C 0.804 1.456 -3.703
N 1.664 -2.376 -4.466
H 4.579 -1.536 -3.015
H 4.140 -0.754 -4.481
H 4.389 -2.497 -4.352
H 2.627 -2.552 -2.663
H 2.541 -0.199 -2.085
H 0.868 -0.787 -2.456
H 0.527 1.972 -4.622
H 1.211 2.148 -2.966
H -0.156 1.172 -3.272
H 2.221 -2.750 -5.221
H 1.272 -1.591 -4.966
C -4.569 -7.592 -1.799
C -5.692 -8.277 -0.945
C -5.133 -9.429 -0.037
O -4.693 -10.555 -0.741
C -3.299 -10.635 -0.913
N -6.313 -7.227 -0.174
H -4.982 -7.038 -2.642
H -4.098 -8.388 -2.376
H -3.963 -6.907 -1.205
H -6.460 -8.645 -1.625
H -5.956 -9.773 0.590
H -4.364 -9.117 0.669
H -2.936 -11.263 -1.727
H -2.832 -11.012 -0.003
H -2.962 -9.618 -1.109
H -6.643 -6.453 -0.733
H -7.150 -7.702 0.131
C -3.004 -1.306 -7.598
C -2.421 -0.214 -6.712
C -1.680 -0.781 -5.451
O -2.654 -1.274 -4.489
C -2.009 -1.801 -3.335
N -1.511 0.573 -7.547
H -3.578 -1.991 -6.973
H -2.173 -1.882 -8.005
H -3.623 -0.906 -8.400
H -3.219 0.419 -6.324
H -1.084 0.032 -5.035
H -0.937 -1.490 -5.817
H -2.688 -2.526 -2.886
H -1.695 -1.038 -2.623
H -1.125 -2.337 -3.681
H -1.231 1.500 -7.259
H -2.026 0.792 -8.387
C -1.274 -6.460 -2.151
C -0.243 -5.359 -2.516
C 1.080 -5.509 -1.775
O 1.038 -5.565 -0.354
C 2.218 -5.236 0.301
N 0.007 -5.388 -3.883
H -1.618 -6.359 -1.122
H -0.701 -7.386 -2.200
H -2.182 -6.448 -2.754
H -0.731 -4.443 -2.183
H 1.738 -4.725 -2.150
H 1.614 -6.387 -2.138
H 2.182 -5.536 1.348
H 2.513 -4.197 0.152
H 3.057 -5.838 -0.047
H 0.633 -6.112 -4.206
H 0.480 -4.534 -4.139
C 3.400 -1.120 2.533
C 3.798 -2.536 2.808
C 4.977 -2.955 1.909
O 4.630 -2.877 0.530
C 5.690 -3.203 -0.375
N 4.141 -2.726 4.207
H 2.808 -0.613 3.295
H 2.849 -1.042 1.595
H 4.296 -0.507 2.434
H 2.937 -3.136 2.513
H 5.361 -3.896 2.301
H 5.843 -2.308 2.050
H 6.558 -2.593 -0.125
H 5.309 -3.003 -1.376
H 5.856 -4.270 -0.228
H 3.406 -2.445 4.840
H 4.416 -3.679 4.397
C 3.526 5.018 -2.505
C 4.874 5.670 -2.875
C 4.639 7.084 -3.235
O 3.752 7.184 -4.366
C 3.862 8.407 -5.045
N 5.861 5.419 -1.816
H 3.001 5.612 -1.757
H 3.677 4.019 -2.097
H 2.904 4.977 -3.400
H 5.374 5.318 -3.777
H 5.581 7.411 -3.674
H 4.252 7.713 -2.432
H 4.758 8.442 -5.665
H 3.872 9.239 -4.341
H 3.004 8.583 -5.693
H 6.752 5.795 -2.107
H 6.094 4.437 -1.774
C -5.012 -0.132 3.479
C -5.180 0.587 2.144
C -5.676 -0.179 0.858
O -4.787 -1.226 0.389
C -5.093 -1.781 -0.865
N -5.981 1.713 2.458
H -5.952 -0.512 3.878
H -4.643 0.564 4.233
H -4.373 -1.011 3.388
H -4.223 0.995 1.819
H -5.755 0.573 0.073
H -6.660 -0.618 1.018
H -4.390 -2.613 -0.894
H -5.106 -1.165 -1.764
H -6.111 -2.162 -0.787
H -6.187 2.383 1.731
H -5.425 2.260 3.099
C -4.218 1.772 -2.443
C -3.656 3.057 -1.711
C -2.360 3.426 -2.353
O -2.607 3.772 -3.728
C -1.511 3.983 -4.656
N -4.636 4.136 -1.762
H -4.420 1.947 -3.500
H -5.265 1.614 -2.186
H -3.524 0.938 -2.336
H -3.466 2.943 -0.644
H -1.664 2.587 -2.358
H -1.877 4.314 -1.946
H -0.743 4.698 -4.360
H -1.993 4.445 -5.518
H -1.121 3.071 -5.108
H -4.178 4.932 -1.341
H -4.639 4.392 -2.739
C -0.380 -0.272 6.396
C 0.141 -0.482 4.992
C 0.192 -1.962 4.589
O 1.183 -2.694 5.369
C 1.274 -4.072 5.041
N -0.634 0.417 4.067
H 0.195 -0.652 7.240
H -1.356 -0.748 6.487
H -0.556 0.796 6.531
H 1.163 -0.107 4.946
H 0.493 -2.069 3.547
H -0.760 -2.479 4.712
H 0.275 -4.505 5.088
H 1.802 -4.505 5.891
H 1.718 -4.281 4.068
H -0.940 -0.108 3.261
H -1.492 0.484 4.596
*
```

The calculation puts the HOMO-LUMO gap at 9.1029 eV. Its total energy is -4334.51463 a.u. The HOMO energy comes out at -8.577 eV. The value obtained for the maximum force is 3.33 eV Å⁻¹. The value obtained for the energy above the lowest of the compared OMol25 structures with the same formula, charge and spin is 137.4 kcal per mole.

Löwdin population analysis, charges in e, atoms 1 to 8:
1. C -0.070
2. C -0.430
3. C -0.164
4. O -0.194
5. C -0.105
6. N 0.043
7. H 0.060
8. H 0.081